No. 1
The following is a quantum chemistry calculation of the ion C8H12 with charge +1 in a non-equilibrium geometry, from the OMol25 dataset.

CARTESIAN COORDINATES (ANGSTROEM)
C -0.960 0.539 -2.500
C -1.186 0.010 -1.067
C -2.063 -0.980 -0.754
C 0.370 -0.594 0.786
C -0.083 0.300 -0.156
C 0.350 1.766 -0.212
C 2.087 -0.987 2.594
C 1.477 -0.255 1.644
H -1.293 -0.353 -3.018
H -1.751 1.301 -2.625
H 0.050 0.769 -2.796
H -1.858 -1.281 0.240
H -2.897 -1.369 -1.289
H 0.162 -1.634 0.955
H 0.657 2.127 0.738
H -0.496 2.380 -0.508
H 1.035 1.994 -1.036
H 2.012 -2.075 2.704
H 3.080 -0.759 3.014
H 1.872 0.763 1.499

Orbital gap (alpha / beta) = 8.9 / 6.7 eV
Energy relative to the best compared isomer or geometry (same formula, charge and spin) = 21.9 kcal per mole
Energy = -8479.9794 eV
Spin multiplicity = 2
Charge = +1
HOMO (alpha / beta) = -13.80 / -14.21 eV

No. 2
The following is a quantum chemistry calculation of the ion C8H12 with charge +1 in a non-equilibrium geometry, from the OMol25 dataset.

CARTESIAN COORDINATES (ANGSTROEM)
C 1.569 -0.799 1.602
C 0.575 0.412 1.495
C 0.741 1.452 2.324
C -1.737 0.090 1.006
C -0.479 0.205 0.500
C -0.186 0.269 -0.907
C -0.756 -0.504 -1.863
C -0.362 -0.353 -3.302
H 1.158 -1.707 1.182
H 1.833 -1.040 2.632
H 2.454 -0.322 1.218
H 1.621 1.344 2.972
H -0.003 2.237 2.276
H -2.706 0.043 0.547
H -1.881 -0.004 2.089
H 0.544 1.020 -1.105
H -1.430 -1.344 -1.750
H -1.245 -0.595 -3.920
H 0.390 -1.102 -3.547
H -0.100 0.700 -3.448

Orbital gap (alpha / beta) = 9.2 / 5.7 eV
Energy relative to the best compared isomer or geometry (same formula, charge and spin) = 26.9 kcal per mole
Energy = -8479.7620 eV
Spin multiplicity = 2
Charge = +1
HOMO (alpha / beta) = -13.77 / -13.70 eV

No. 3
The following is a quantum chemistry calculation of a structure of composition C8H12AuF6N4O3P in a non-equilibrium geometry, from the OMol25 dataset.

CARTESIAN COORDINATES (ANGSTROEM)
Au 0.110 0.444 -0.415
N -0.256 2.570 -0.371
C -0.668 3.093 0.952
C 0.124 2.483 2.080
O 0.462 3.020 3.084
N 0.411 1.074 1.814
C 1.277 0.426 2.481
C 3.043 0.545 1.184
O 3.873 0.518 1.992
O 2.610 0.590 0.092
H -1.035 2.665 -1.028
H 0.552 3.070 -0.727
H -0.586 4.176 1.013
H -1.713 2.816 1.107
H 1.620 0.800 3.449
H 1.207 -0.662 2.401
F -1.756 0.496 -1.807
P -3.297 0.668 -1.025
F -2.455 0.543 0.396
F -3.416 -0.922 -1.042
F -4.643 0.870 -0.245
F -3.937 0.800 -2.453
F -2.962 2.267 -0.988
C 2.629 -1.965 -1.542
C 1.276 -2.369 -1.072
N 0.272 -1.593 -0.680
C -0.811 -2.411 -0.368
C -0.440 -3.692 -0.566
N 0.869 -3.643 -1.000
H 2.647 -0.916 -1.817
H 2.923 -2.565 -2.402
H 3.376 -2.128 -0.762
H -1.760 -2.014 -0.053
H -0.979 -4.612 -0.428
H 1.432 -4.439 -1.252

Orbital gap (alpha / beta) = 7.4 / 6.8 eV
Energy = -49877.6786 eV
Spin multiplicity = 2
Charge = +1
HOMO (alpha / beta) = -13.15 / -13.15 eV